Density functional theory data (ωB97M-V with the def2-TZVPD basis set) for 10 unconnected molecules or ions with the total composition C34H48F4O30.

Values from the calculation:
charge = +1
LUMO (spin up / spin down) = -3.4 / -9.3 eV
HOMO (spin up / spin down) = -11.5805 / -11.5803 eV
<S²> = 0.75
multiplicity = 2

Each line ends with the Mulliken charge.
Element x y z (Å)
C: 25.12 -15.09 -9.42  -0.629
C: 23.71 -15.65 -9.23  0.274
O: 23.21 -15.61 -10.51  -0.098
C: 23.77 -14.62 -11.18  0.455
O: 23.36 -14.15 -12.28  -0.506
O: 24.96 -14.22 -10.61  -0.332
F: 23.06 -14.81 -8.39  -0.230
H: 25.88 -15.82 -9.68  0.351
H: 25.43 -14.59 -8.50  0.351
H: 23.87 -16.62 -8.77  0.349
C: 15.33 -19.18 -8.83  -0.547
C: 16.66 -19.92 -9.04  0.187
O: 17.26 -18.80 -9.61  -0.294
C: 16.40 -18.13 -10.43  0.517
O: 16.78 -17.34 -11.34  -0.402
O: 15.21 -18.53 -10.09  -0.358
F: 16.65 -20.85 -9.96  -0.271
H: 15.29 -18.51 -7.97  0.299
H: 14.54 -19.88 -8.57  0.403
H: 17.21 -20.22 -8.15  0.355
C: 22.26 -11.88 -6.92  -0.122
C: 21.32 -11.55 -8.09  0.210
O: 20.22 -12.17 -7.60  -0.051
C: 20.13 -11.99 -6.29  0.470
O: 19.14 -11.95 -5.61  -0.520
O: 21.37 -11.66 -5.90  -0.377
F: 21.64 -12.18 -9.23  -0.174
H: 23.18 -11.33 -6.72  0.326
H: 22.42 -12.95 -6.99  0.112
H: 21.12 -10.51 -8.34  0.139
C: 16.00 -11.88 -7.55  -0.065
C: 15.92 -12.23 -9.14  0.713
O: 14.73 -11.60 -9.50  -0.399
C: 14.12 -11.11 -8.37  0.532
O: 13.11 -10.40 -8.46  -0.598
O: 14.71 -11.43 -7.29  -0.325
F: 15.76 -13.57 -9.27  -0.285
H: 16.77 -11.16 -7.27  0.246
H: 16.00 -12.76 -6.91  0.132
H: 16.72 -11.79 -9.73  0.016
C: 23.77 -11.49 -14.68  -0.692
O: 24.81 -10.62 -14.13  -0.233
C: 25.24 -9.53 -14.68  0.705
O: 25.04 -9.09 -15.77  -0.545
O: 26.12 -9.01 -13.80  -0.336
C: 26.77 -7.81 -14.14  -0.630
H: 22.76 -11.13 -14.47  0.211
H: 23.79 -12.56 -14.49  0.296
H: 23.86 -11.41 -15.76  0.425
H: 26.15 -6.96 -14.45  0.287
H: 27.37 -8.10 -15.00  0.292
H: 27.33 -7.45 -13.28  0.222
C: 16.77 -14.62 -12.29  -0.033
O: 16.90 -13.20 -12.46  -0.442
C: 18.09 -12.48 -12.51  0.284
O: 18.28 -11.23 -12.43  -0.659
O: 19.07 -13.36 -12.58  0.552
C: 20.43 -13.07 -12.45  -0.608
H: 17.61 -15.16 -12.72  -0.040
H: 15.92 -14.95 -12.88  0.467
H: 16.66 -14.97 -11.26  -0.002
H: 20.60 -12.64 -11.46  0.142
H: 20.54 -12.36 -13.27  0.658
H: 21.03 -13.97 -12.53  -0.149
C: 19.58 -13.82 -15.74  -1.154
C: 18.40 -13.39 -16.53  0.528
C: 17.40 -14.42 -17.13  -0.321
O: 16.15 -14.02 -16.56  -0.290
C: 16.30 -12.95 -15.77  0.809
O: 15.38 -12.42 -15.06  -0.089
O: 17.53 -12.54 -15.74  -0.198
H: 20.24 -13.04 -15.37  0.208
H: 20.19 -14.45 -16.39  0.451
H: 19.32 -14.43 -14.87  0.134
H: 18.75 -12.91 -17.44  0.322
H: 17.87 -15.30 -16.69  0.205
H: 17.31 -14.39 -18.21  0.363
C: 20.31 -15.53 -10.37  -0.034
C: 19.34 -16.25 -9.47  0.782
C: 19.90 -16.70 -8.15  -0.351
O: 18.86 -16.38 -7.28  -0.444
C: 18.01 -15.45 -7.86  0.279
O: 17.16 -14.92 -7.18  -0.559
O: 18.23 -15.39 -9.18  0.352
H: 21.04 -16.23 -10.79  0.540
H: 20.69 -14.65 -9.85  -0.100
H: 19.63 -15.23 -11.17  -0.733
H: 18.99 -17.13 -10.01  -0.061
H: 20.76 -16.10 -7.84  0.060
H: 20.07 -17.76 -7.97  0.283
C: 16.75 -18.70 -14.49  -1.171
C: 18.03 -18.83 -13.72  1.093
C: 19.08 -19.88 -14.27  -0.566
O: 20.29 -19.17 -14.41  -0.353
C: 20.12 -17.86 -14.03  0.411
O: 21.05 -17.09 -13.83  -0.508
O: 18.75 -17.62 -13.80  -0.076
H: 16.40 -19.67 -14.84  0.432
H: 16.76 -17.82 -15.14  0.180
H: 16.03 -18.44 -13.71  0.262
H: 17.86 -19.05 -12.67  -0.390
H: 18.70 -20.35 -15.17  0.335
H: 19.27 -20.67 -13.54  0.315
C: 19.71 -6.68 -12.01  -1.592
C: 18.60 -7.66 -11.80  0.841
C: 18.84 -8.52 -10.54  0.043
O: 17.74 -8.36 -9.69  -0.301
C: 16.99 -7.43 -10.19  0.611
O: 15.89 -7.07 -9.82  -0.563
O: 17.49 -6.95 -11.38  -0.374
H: 19.61 -6.08 -12.91  0.371
H: 20.70 -7.13 -12.08  0.387
H: 19.87 -5.94 -11.22  0.383
H: 18.37 -8.22 -12.71  0.185
H: 19.73 -8.30 -9.96  0.218
H: 18.94 -9.57 -10.84  -0.179

Density functional theory data (ωB97M-V with the def2-TZVPD basis set) for a single C15H23BrN2O4 molecule.

Values from the calculation:
LUMO = 0.6 eV
HOMO = -7.9973 eV
multiplicity = 1
SMILES = COC[C@H](COCCCNC(=O)Nc1ccc(Br)cc1)OC
energy relative to the best compared isomer or geometry (same formula, charge and spin) = 0.0000 eV

Each line ends with the Mulliken charge.
Element x y z (Å)
C: -0.11 -0.73 -4.82  -0.762
O: -0.50 0.14 -3.79  -0.344
C: -0.88 -0.53 -2.61  -0.828
C: -1.24 0.52 -1.55  0.160
C: 0.00 1.31 -1.14  -0.958
O: -0.40 2.30 -0.23  -0.301
C: 0.66 3.12 0.24  -0.690
C: 0.15 3.87 1.47  -0.613
C: 0.21 3.00 2.73  -0.942
N: -0.25 1.65 2.48  -0.212
C: 0.66 0.63 2.43  0.635
O: 1.76 0.71 2.93  -0.689
N: 0.16 -0.49 1.80  0.080
C: 0.80 -1.71 1.61  0.319
C: 1.97 -2.07 2.27  -0.509
C: 2.55 -3.30 2.04  -0.617
C: 1.96 -4.18 1.15  0.135
Br: 2.76 -5.89 0.83  -0.222
C: 0.79 -3.85 0.48  -0.827
C: 0.22 -2.61 0.71  -0.079
O: -1.79 -0.10 -0.40  -0.089
C: -3.19 -0.26 -0.42  -1.046
H: 0.16 -0.11 -5.67  0.250
H: -0.93 -1.40 -5.10  0.304
H: 0.75 -1.34 -4.52  0.322
H: -1.75 -1.18 -2.81  0.401
H: -0.06 -1.16 -2.24  0.451
H: -1.97 1.22 -1.97  0.482
H: 0.74 0.63 -0.69  0.302
H: 0.44 1.75 -2.05  0.553
H: 0.96 3.82 -0.55  0.481
H: 1.53 2.51 0.50  0.375
H: -0.88 4.17 1.27  0.291
H: 0.75 4.77 1.63  0.416
H: -0.41 3.45 3.52  0.303
H: 1.23 2.91 3.09  0.452
H: -1.06 1.58 1.87  0.242
H: -0.68 -0.37 1.24  0.060
H: 2.43 -1.38 2.95  0.482
H: 3.46 -3.58 2.55  0.422
H: 0.34 -4.54 -0.20  0.407
H: -0.69 -2.34 0.20  0.478
H: -3.51 -0.91 -1.24  0.302
H: -3.69 0.71 -0.51  0.338
H: -3.46 -0.72 0.53  0.284

Density functional theory data (ωB97M-V with the def2-TZVPD basis set) for a gas-phase ion, C6H13N2 (charge +1).

Values from the calculation:
charge = +1
LUMO = -5.1 eV
HOMO = -13.1997 eV
multiplicity = 1
SMILES = CCN[C@H]1C=[NH+]CC1
energy relative to the best compared isomer or geometry (same formula, charge and spin) = 4.2577 eV

Each line ends with the Mulliken charge.
Element x y z (Å)
C: 2.96 -0.32 0.50  -0.934
C: 1.96 0.57 -0.50  -0.405
N: 0.62 0.61 0.20  -0.356
C: -0.54 0.57 -0.78  -0.043
C: -0.86 -1.05 -1.00  -0.093
N: -1.87 -1.40 -0.12  -0.116
C: -2.45 -0.26 0.74  -0.493
C: -1.78 1.13 0.20  -0.606
H: 2.42 -1.31 0.85  0.292
H: 3.25 0.29 1.48  0.274
H: 3.92 -0.60 -0.12  0.312
H: 1.94 0.12 -1.58  0.288
H: 2.41 1.67 -0.48  0.253
H: 0.53 -0.17 0.89  0.284
H: -0.51 1.26 -1.73  0.435
H: -0.31 -1.80 -1.75  0.359
H: -2.31 -2.34 0.05  0.291
H: -3.59 -0.22 0.45  0.345
H: -2.19 -0.39 1.87  0.313
H: -2.45 1.98 -0.25  0.331
H: -1.17 1.66 1.06  0.269

Density functional theory data (ωB97M-V with the def2-TZVPD basis set) for 2 unconnected molecules or ions with the total composition C6H10O.

Values from the calculation:
LUMO = 1.0 eV
HOMO = -10.0301 eV
multiplicity = 1
SMILES = C#C[C@@H](C)O.C=C
energy relative to the best compared isomer or geometry (same formula, charge and spin) = 2.7585 eV

Each line ends with the Mulliken charge.
Element x y z (Å)
C: -0.36 2.03 1.33  -0.072
C: 0.42 1.13 1.15  -0.518
C: 1.55 0.22 0.95  0.342
C: 1.20 -0.94 0.02  -1.110
O: 2.67 0.95 0.49  -0.527
H: -1.12 2.74 1.47  0.436
H: 1.85 -0.17 1.93  0.236
H: 0.33 -1.47 0.38  0.302
H: 1.00 -0.57 -0.99  0.277
H: 2.04 -1.62 -0.03  0.317
H: 2.46 1.34 -0.36  0.343
C: -1.68 -0.11 -1.33  -0.503
C: -2.34 -1.11 -0.79  -0.483
H: -1.34 -0.14 -2.35  0.258
H: -1.45 0.79 -0.78  0.192
H: -2.56 -2.01 -1.33  0.233
H: -2.68 -1.07 0.23  0.276

The following largest force on an atom values (in hartree/bohr) correspond, in order, to the records above: 0.132, 0.012, 0.072, 0.012.